No. 1
DFT (wB97M-V/def2-TZVPD) results for a molecular structure, C43H53Br2N5O2S3Ti at a distorted geometry.

Structure (XYZ):
```
109
Properties=species:S:1:pos:R:3:mulliken_spin:R:1
Ti 1.496 0.349 0.319 1.003
C 3.909 0.565 -1.743 0.013
N 3.039 -0.620 -1.379 -0.029
C 3.923 -1.665 -0.662 0.019
C 3.299 -2.917 -0.084 -0.015
N 2.677 -2.751 1.201 0.014
C 3.441 -2.655 2.442 0.002
C 1.342 -3.281 1.267 0.002
C 1.073 -4.617 0.833 0.002
C -0.219 -5.115 0.705 -0.002
C -1.244 -4.303 1.170 0.001
C -0.981 -3.017 1.659 0.001
C 0.299 -2.507 1.777 -0.002
S 0.459 -0.793 2.270 -0.024
C 2.405 -1.167 -2.575 0.049
C 3.243 -1.436 -3.670 -0.003
C 2.732 -1.934 -4.823 0.000
C 1.386 -2.298 -4.874 0.001
C 0.584 -2.017 -3.795 0.000
C 1.061 -1.516 -2.589 -0.036
S 0.102 -1.343 -1.042 -0.036
H 3.380 1.174 -2.419 0.003
H 4.175 1.029 -0.788 0.003
H 4.811 0.249 -2.286 -0.001
H 4.628 -1.945 -1.468 0.004
H 4.524 -1.141 0.118 -0.013
H 2.481 -3.357 -0.751 -0.002
H 4.030 -3.730 -0.056 0.000
H 2.799 -2.408 3.281 0.001
H 4.240 -1.920 2.420 -0.003
H 3.911 -3.581 2.713 0.000
H 1.859 -5.358 0.711 0.000
H -0.403 -6.202 0.442 0.000
H -2.276 -4.558 1.148 0.000
H -1.830 -2.496 2.010 0.001
H 4.328 -1.164 -3.635 0.000
H 3.386 -2.059 -5.643 0.000
H 1.005 -2.655 -5.805 0.000
H -0.479 -2.167 -3.864 0.000
C -1.409 1.816 1.589 0.011
C -0.170 2.258 2.242 -0.010
C -0.348 3.076 3.400 -0.003
C 0.660 3.329 4.268 0.002
C 1.975 2.752 3.993 0.000
C 3.188 2.906 4.805 0.003
Br 3.314 3.899 6.413 0.000
C 4.347 2.287 4.389 0.000
C 4.334 1.467 3.254 0.003
Br 5.932 0.558 2.558 0.000
C 3.264 1.289 2.426 0.041
O 3.326 0.650 1.321 0.020
C 2.069 2.036 2.825 -0.048
N 1.038 1.806 1.989 0.011
H -1.208 1.169 0.790 -0.007
H -1.982 2.672 1.199 0.004
H -1.919 1.235 2.334 0.001
H -1.316 3.564 3.716 -0.001
H 0.385 3.820 5.179 0.001
H 5.255 2.408 4.974 0.000
C -4.512 -1.227 0.069 0.000
C -5.659 -1.224 1.019 0.000
N -6.959 -1.424 0.332 0.000
C -7.891 -2.355 0.691 0.000
S -9.521 -1.919 0.548 0.000
N -7.476 -3.549 1.218 0.000
C -6.295 -4.325 0.973 0.000
C -6.594 -5.528 0.079 0.000
H -3.663 -0.878 0.623 0.000
H -4.777 -0.585 -0.787 0.000
H -4.247 -2.205 -0.325 0.000
H -5.785 -0.260 1.507 0.000
H -5.480 -1.929 1.828 0.000
H -7.261 -0.725 -0.355 0.000
H -8.272 -4.102 1.526 0.000
H -5.827 -4.620 1.942 0.000
H -5.556 -3.712 0.410 0.000
H -7.362 -6.150 0.570 0.000
H -5.730 -6.119 -0.120 0.000
H -6.957 -5.155 -0.845 0.000
C 0.101 1.992 -3.818 0.000
C -0.663 1.557 -2.551 0.032
C -2.046 0.978 -2.955 -0.001
C -0.641 2.686 -1.527 -0.038
C -1.626 3.646 -1.415 -0.001
C -1.410 4.780 -0.692 -0.003
C -0.096 5.124 -0.275 0.001
C 0.903 4.239 -0.359 0.008
C 2.345 4.766 -0.285 -0.001
C 2.844 4.945 -1.737 -0.002
C 3.434 3.938 0.509 0.004
C 0.597 2.922 -0.871 0.004
O 1.498 1.924 -0.845 0.055
H 0.747 1.143 -4.146 0.000
H 0.707 2.832 -3.545 0.000
H -0.495 2.386 -4.665 0.000
H -0.132 0.698 -2.141 -0.040
H -2.753 1.800 -3.189 0.000
H -2.463 0.403 -2.176 0.000
H -1.964 0.315 -3.812 0.001
H -2.577 3.567 -1.929 0.000
H -2.150 5.584 -0.694 0.000
H 0.067 6.135 0.049 0.000
H 2.237 5.762 0.218 0.000
H 2.749 4.001 -2.340 0.000
H 3.891 5.200 -1.832 0.000
H 2.319 5.733 -2.228 0.000
H 3.539 2.890 0.193 0.001
H 3.088 3.994 1.569 -0.001
H 4.440 4.385 0.392 0.000
```

HOMO energy (alpha / beta) = -4.664 / -4.832 eV
energy = -252708.0122 eV
Kohn-Sham gap (alpha / beta) = 0.2536 / 0.2597 Ha
ΔE to the lowest compared entry with this formula, charge and spin = 211.0 kJ/mol
net charge = -1
spin multiplicity = 2
maximum force = 3.0 eV Å⁻¹
<S²> = 0.75
LUMO level (alpha / beta) = 2.236 / 2.236 eV

No. 2
DFT (wB97M-V/def2-TZVPD) results for a molecular structure, C26H34BCaF11MgN3NaO18P2S3 at a distorted geometry.

Structure (XYZ):
```
101
Properties=species:S:1:pos:R:3:lowdin_charge:R:1
C -5.843 -0.388 1.578 -0.041
C -4.744 -0.141 0.467 -0.261
O -5.285 0.737 -0.539 -0.175
C -4.285 1.399 -1.319 -0.189
C -2.968 0.593 -1.523 -0.024
C -3.187 -0.711 -2.253 -0.162
P -4.910 -1.227 -2.855 0.484
S -5.460 -0.120 -4.382 0.227
C -2.048 -1.616 -2.481 -0.177
O -2.360 -2.779 -3.159 0.063
B -2.269 -2.602 -4.599 -0.747
O -1.351 -1.651 -5.122 0.125
O -3.094 -3.341 -5.453 0.181
C -0.709 -1.211 -1.995 0.012
C 0.452 -2.112 -2.165 -0.060
P 0.351 -3.884 -2.932 0.688
O -0.638 -4.744 -2.197 -0.362
N 1.690 -1.693 -1.745 -0.047
F 2.716 -2.560 -1.976 0.006
C 2.026 -0.479 -1.122 -0.107
S 3.726 -0.106 -0.579 0.853
O 4.222 0.906 -1.529 -0.261
O 3.780 0.547 0.744 -0.281
C 5.029 -1.402 -0.480 -0.377
F 6.146 -0.721 -0.031 0.129
F 5.461 -1.900 -1.714 0.085
C 4.864 -2.641 0.486 -0.238
F 4.561 -3.869 -0.169 0.047
F 6.116 -2.904 1.008 0.170
C 3.883 -2.529 1.702 -0.236
F 2.553 -2.261 1.341 0.093
F 3.812 -3.816 2.221 0.143
C 4.310 -1.617 2.924 -0.425
F 4.529 -2.349 4.039 0.119
F 5.401 -0.820 2.736 0.147
F 3.239 -0.774 3.241 0.099
C 0.951 0.520 -0.912 -0.006
C 1.423 1.873 -0.313 -0.115
C 1.167 2.094 1.231 -0.155
O 2.372 2.582 1.939 -0.144
C -0.457 0.137 -1.314 0.022
C -1.602 1.042 -1.063 -0.035
C -1.630 2.397 -0.337 -0.129
C -2.375 2.395 1.102 -0.142
C -1.797 1.359 2.150 -0.166
C -1.280 2.004 3.506 -0.210
N -2.154 3.104 4.009 0.035
C -1.208 4.161 4.411 -0.467
C -0.289 4.015 5.702 -0.009
O -1.046 5.172 3.763 0.071
H -6.807 0.045 1.174 0.104
H -5.575 0.143 2.539 0.058
H -6.029 -1.486 1.759 0.092
H -4.557 -1.148 -0.026 0.099
H -3.819 0.225 0.980 0.084
H -4.172 2.431 -0.906 0.125
H -4.730 1.531 -2.358 0.098
H -5.863 -1.216 -1.799 0.026
H -4.856 -2.568 -3.342 0.004
H -1.725 -0.751 -5.079 0.130
H -4.023 -3.052 -5.366 0.111
H 1.604 -4.581 -2.806 -0.069
H 0.102 -3.833 -4.365 -0.138
H 0.967 2.670 -0.980 0.147
H 2.521 2.100 -0.467 0.091
H 0.954 1.098 1.714 0.143
H 0.360 2.827 1.480 0.119
H 2.440 3.524 1.719 -0.060
H -0.719 2.999 -0.187 0.077
H -2.288 3.077 -0.965 0.136
H -2.175 3.437 1.504 0.122
H -3.484 2.310 1.016 0.106
H -1.030 0.668 1.678 0.098
H -2.631 0.662 2.470 0.113
H -0.205 2.328 3.486 0.096
H -1.332 1.168 4.271 0.138
H -2.565 2.772 4.889 0.129
H 0.747 4.388 5.440 0.079
H -0.657 4.707 6.511 0.101
H -0.193 2.952 6.044 0.079
C -6.970 -0.378 4.881 -0.775
O -5.951 0.338 4.673 0.020
O -7.471 -0.213 6.133 0.109
O -7.549 -1.174 4.132 0.116
H -6.792 0.442 6.389 0.112
Ca 4.023 4.482 1.279 1.800
F 5.430 -4.010 4.878 -0.475
O 4.323 7.304 -3.360 -0.171
S 3.303 7.598 -2.345 0.242
O 3.684 8.820 -1.623 -0.178
O 3.192 6.469 -1.400 -0.464
O 2.014 7.818 -3.010 -0.166
C 6.105 -4.769 -3.425 0.074
N 5.503 -5.418 -4.619 -0.420
O 4.361 -5.873 -4.500 -0.094
O 6.172 -5.453 -5.614 0.161
H 5.393 -4.810 -2.612 0.015
H 7.011 -5.316 -3.172 0.135
H 6.328 -3.736 -3.687 0.123
Na 3.931 -5.289 -1.825 0.573
Mg 1.908 -4.324 -5.242 0.771
```

HOMO energy = -10.991 eV
energy = -178747.7104 eV
Kohn-Sham gap = 0.0367 Ha
net charge = +2
maximum force = 6.7 eV Å⁻¹
LUMO level = -9.993 eV

No. 3
DFT (wB97M-V/def2-TZVPD) results for a molecular structure, C2H4N2O2 at a distorted geometry.

Structure (XYZ):
```
10
Properties=species:S:1:pos:R:3:lowdin_charge:R:1
C 1.000 -0.330 0.170 -0.158
N 0.063 0.729 0.502 -0.053
C 0.036 -0.590 -0.945 -0.317
N -1.288 0.177 1.164 0.044
O -2.204 0.852 0.887 0.047
O -0.867 -1.460 -0.842 -0.050
H 0.139 1.685 0.169 0.121
H 1.970 0.032 -0.172 0.116
H 1.041 -1.123 0.920 0.124
H 0.110 0.027 -1.852 0.125
```

HOMO energy (alpha / beta) = -9.228 / -9.229 eV
energy = -9209.5345 eV
Kohn-Sham gap (alpha / beta) = 0.3281 / 0.3281 Ha
ΔE to the lowest compared entry with this formula, charge and spin = 548.8 kJ/mol
maximum force = 4.6 eV Å⁻¹
LUMO level (alpha / beta) = -0.300 / -0.300 eV

No. 4
DFT (wB97M-V/def2-TZVPD) results for a single C2H4FN2P molecule at a distorted geometry.

Structure (XYZ):
```
10
Properties=species:S:1:pos:R:3:lowdin_charge:R:1
H 0.583 -0.889 2.760 0.084
N 0.089 -0.453 1.900 0.067
C 0.794 -0.455 0.855 -0.291
C 0.422 -0.024 -0.560 -0.356
N -0.786 0.455 -1.109 -0.289
P -2.238 0.844 -0.667 0.862
F -2.732 1.429 -2.111 -0.403
H 1.842 -0.867 0.657 0.122
H 1.182 0.793 -0.660 0.127
H 0.843 -0.833 -1.066 0.078
```

SMILES = [H]/N=C/C/N=P/F
HOMO energy = -9.534 eV
energy = -17124.4167 eV
Kohn-Sham gap = 0.3443 Ha
ΔE to the lowest compared entry with this formula, charge and spin = 104.6 kJ/mol
maximum force = 3.0 eV Å⁻¹
LUMO level = -0.166 eV